Molecular formula: C2H3NO2S2
Method: DFT, ωB97M-V/def2-TZVPD

Each line ends with the natural charge from an NBO analysis.
Geometry (Å):
S -0.926 1.746 0.178  0.143
S 1.916 1.198 -0.415  0.330
O -2.228 -1.402 0.832  -0.359
O -2.137 -0.872 -1.304  -0.392
N -1.890 -0.712 -0.100  0.405
C -0.878 0.179 0.084  -0.169
C 1.491 -0.350 -0.042  -0.610
H 0.779 -0.665 -0.849  0.267
H 1.364 -0.783 0.992  0.267
H 2.509 1.661 0.624  0.117

charge	0
Kohn-Sham gap (spin up / spin down)	7.137 / 7.152	eV
multiplicity	1
LUMO energy (spin up / spin down)	-1.349 / -1.338	eV
max |F|	0.0572	hartree/bohr
DFT total energy	-29370.684	eV
highest occupied orbital energy (spin up / spin down)	-8.486 / -8.490	eV
molar mass	137.185	g mol⁻¹

Molecular formula: C2H3NO2S2
Method: DFT, ωB97M-V/def2-TZVPD

Each line ends with the natural charge from an NBO analysis.
Geometry (Å):
S -0.734 0.850 -0.164  1.810
S 1.428 0.229 -1.637  0.322
O -1.723 1.326 -1.092  -0.903
O -0.252 1.674 0.894  -0.896
N 2.902 0.026 0.726  -0.204
C -0.940 -0.936 0.332  -0.807
C 2.331 0.117 -0.266  -0.054
H -0.881 -1.423 -0.556  0.224
H -0.079 -0.992 0.976  0.250
H -2.052 -0.871 0.787  0.258

charge	0
Kohn-Sham gap (spin up / spin down)	8.078 / 6.426	eV
multiplicity	3
LUMO energy (spin up / spin down)	0.386 / -4.195	eV
max |F|	0.1181	hartree/bohr
DFT total energy	-29373.438	eV
highest occupied orbital energy (spin up / spin down)	-7.691 / -10.621	eV
molar mass	137.185	g mol⁻¹

Molecular formula: C2H3NO3P
Method: DFT, ωB97M-V/def2-TZVPD

Each line ends with the natural charge from an NBO analysis.
Geometry (Å):
P -1.006 -1.143 0.549  1.123
O -1.796 -0.239 -0.537  -1.043
O 0.471 -1.209 -0.162  -0.856
O 2.421 -0.704 -0.820  -0.664
N 0.269 1.862 0.270  -0.773
C 1.487 -0.192 -0.266  0.597
C 1.103 0.906 0.437  -0.063
H -1.456 0.668 -0.559  0.511
H -1.580 -2.375 -0.062  -0.140
H 0.087 2.425 1.149  0.308

charge	-1
Kohn-Sham gap	6.965	eV
multiplicity	1
LUMO energy	4.235	eV
SMILES	N=C=C([O-])OPO
max |F|	0.0561	hartree/bohr
DFT total energy	-19043.759	eV
highest occupied orbital energy	-2.730	eV
molar mass	120.024	g mol⁻¹

Molecular formula: C2H3NO3P
Method: DFT, ωB97M-V/def2-TZVPD

Each line ends with the natural charge from an NBO analysis.
Geometry (Å):
P -1.929 0.474 -0.249  0.673
O 2.289 -1.544 0.503  -0.668
O 1.561 1.622 0.108  -0.655
O -0.666 1.422 0.199  -0.827
N 0.521 -0.381 -0.428  -0.778
C 0.625 0.871 -0.009  0.874
C 1.385 -1.380 -0.299  0.532
H -2.061 -0.300 0.924  -0.091
H -2.840 1.419 0.267  -0.117
H 1.116 -2.203 -1.016  0.056

charge	-1
Kohn-Sham gap	9.018	eV
multiplicity	1
LUMO energy	4.181	eV
SMILES	O=C/N=C(\[O-])OP
max |F|	0.0201	hartree/bohr
DFT total energy	-19045.622	eV
highest occupied orbital energy	-4.837	eV
molar mass	120.024	g mol⁻¹

Molecular formula: C2H3NO3S
Method: DFT, ωB97M-V/def2-TZVPD

Each line ends with the natural charge from an NBO analysis.
Geometry (Å):
S -1.034 0.694 0.207  1.420
O 0.266 0.084 2.044  -0.554
O -1.607 1.102 -1.124  -0.965
O -1.039 -1.441 -1.096  -0.500
N -0.577 -0.905 0.054  -0.193
C 0.790 0.538 -0.115  -0.438
C 1.161 0.218 1.236  0.318
H 2.111 -0.056 1.623  0.161
H 1.319 0.502 -1.053  0.260
H -1.391 -0.736 -1.776  0.491

charge	0
Kohn-Sham gap (spin up / spin down)	8.682 / 8.683	eV
multiplicity	1
LUMO energy (spin up / spin down)	-0.842 / -0.842	eV
SMILES	O=CC=S(=O)=NO
max |F|	0.0754	hartree/bohr
DFT total energy	-20584.556	eV
highest occupied orbital energy (spin up / spin down)	-9.525 / -9.525	eV
molar mass	121.117	g mol⁻¹

Molecular formula: C2H3NO4
Method: DFT, ωB97M-V/def2-TZVPD

Each line ends with the natural charge from an NBO analysis.
Geometry (Å):
O 2.647 0.447 -0.260  -0.339
O 1.101 0.280 1.144  -0.382
O -1.513 -0.849 0.756  -0.663
O 1.365 -1.150 -0.551  -0.538
N 1.668 -0.065 0.165  0.745
C -1.454 1.066 -0.825  -0.387
C -1.435 0.202 -0.006  0.272
H -1.179 -0.511 1.710  0.524
H 0.428 -1.382 -0.749  0.520
H -1.628 1.962 -1.385  0.248

charge	0
Kohn-Sham gap	10.333	eV
multiplicity	1
LUMO energy	0.292	eV
SMILES	O=[N+]([O-])O.C#CO
max |F|	0.0761	hartree/bohr
DFT total energy	-11795.493	eV
highest occupied orbital energy	-10.042	eV
molar mass	105.049	g mol⁻¹

Molecular formula: C2H3NOPS
Method: DFT, ωB97M-V/def2-TZVPD

Each line ends with the natural charge from an NBO analysis.
Geometry (Å):
S -0.710 4.279 1.231  0.110
P -1.907 3.950 2.646  0.884
O -0.962 1.090 -1.296  -0.464
N -0.393 0.057 -1.135  0.183
C -0.042 -1.020 -0.870  0.208
C 0.881 -1.977 -0.277  -0.684
H 1.467 -2.635 -0.926  0.265
H 1.543 -1.323 0.239  0.241
H 0.123 -2.423 0.387  0.257

charge	+1
Kohn-Sham gap	4.090	eV
multiplicity	1
LUMO energy	-8.017	eV
max |F|	0.0609	hartree/bohr
DFT total energy	-25772.265	eV
highest occupied orbital energy	-12.107	eV
molar mass	120.093	g mol⁻¹

Molecular formula: C2H3NOS
Method: DFT, ωB97M-V/def2-TZVPD

Each line ends with the natural charge from an NBO analysis.
Geometry (Å):
S 0.582 3.308 0.390  -0.120
O 0.440 1.581 0.384  -0.512
N 0.185 -0.749 -0.429  -0.446
C -0.155 -1.657 0.371  0.035
C 0.159 0.672 -0.547  0.482
H -0.056 -2.717 0.096  0.199
H -0.721 -1.336 1.231  0.172
H -0.435 0.897 -1.496  0.191

charge	0
Kohn-Sham gap (spin up / spin down)	6.542 / 6.539	eV
multiplicity	1
LUMO energy (spin up / spin down)	-1.379 / -1.380	eV
max |F|	0.0932	hartree/bohr
DFT total energy	-16491.048	eV
highest occupied orbital energy (spin up / spin down)	-7.921 / -7.919	eV
molar mass	89.119	g mol⁻¹